Record 1
Computed, not measured: C34H46AsN8O11PReS2 as an isolated structure, with ωB97M-V/def2-TZVPD.

The geometry in XYZ format:
```
104
Properties=species:S:1:pos:R:3:forces:R:3
Re 1.2759 -0.0372 -0.4161 0.8 -1.2 -0.4
O 1.5668 6.8000 -1.6333 0.6 0.8 -1.0
C 0.9065 6.3754 -0.7056 0.2 -2.3 0.3
O 0.1774 6.8269 0.1597 -0.9 0.9 0.9
C 1.0333 4.7938 -0.5378 0.1 1.5 -0.2
C 2.2716 4.2048 -0.3333 -0.3 -0.7 0.0
C 2.3457 2.8299 -0.2097 0.8 0.3 0.1
N 1.2657 2.0421 -0.2931 -0.4 0.3 0.0
C 0.0608 2.6283 -0.4391 -0.8 0.3 -0.2
C -0.0966 3.9957 -0.5660 0.1 -1.0 0.1
C -1.1301 1.6752 -0.4668 -0.5 2.5 0.2
O -2.2627 2.0997 -0.3702 0.5 -0.4 -0.1
O -0.7904 0.4417 -0.5606 2.9 -2.2 0.0
H 3.1645 4.8068 -0.3060 0.1 0.0 0.0
H 3.2944 2.3279 -0.0615 0.0 -0.1 0.0
H -1.0869 4.4005 -0.6954 -0.1 0.1 0.1
O 4.3893 0.4291 1.9326 -1.0 -0.7 -0.4
As 4.1788 -1.0335 0.8396 1.9 0.6 3.2
O 5.7070 -1.4158 0.5576 0.6 -0.5 -0.7
O 3.2892 -0.1798 -0.3322 -4.4 1.0 -1.2
C 3.1215 -2.0746 2.1054 0.2 0.4 -0.4
C 3.3003 -1.9143 3.4704 0.2 0.3 0.0
C 2.5107 -2.6348 4.3530 0.0 0.0 -0.1
C 1.5658 -3.5302 3.8725 0.0 0.0 -0.1
C 1.4016 -3.7012 2.5059 -0.1 -0.2 -0.1
C 2.1848 -2.9647 1.6397 0.1 0.0 -0.6
S 2.0803 -3.1283 -0.1304 0.1 -2.7 0.4
O 3.4025 -2.7874 -0.6214 0.0 0.3 0.2
O 1.6099 -4.4507 -0.4231 0.0 0.5 0.1
O 1.0773 -2.1188 -0.5940 -0.1 1.7 -0.3
H 5.3228 0.6551 1.9271 0.3 -0.1 -0.1
H 4.0564 -1.2296 3.8293 -0.1 0.1 0.0
H 2.6424 -2.4911 5.4154 0.0 0.0 0.1
H 0.9659 -4.1035 4.5622 -0.1 -0.1 0.1
H 0.6921 -4.4032 2.0950 -0.1 -0.1 0.0
C -1.8620 4.2603 2.4507 0.0 -0.3 0.2
C -1.9323 3.0022 3.3131 -0.3 0.1 -0.5
N -0.9664 2.9615 4.3953 0.0 0.0 0.0
C -0.9953 4.0261 5.3897 0.3 0.1 0.3
C 0.0805 5.0795 5.1483 -0.1 -0.1 0.0
C -0.0513 1.9882 4.5651 -0.2 0.0 -0.2
O 0.7613 1.9754 5.4698 0.4 -0.1 0.2
C -0.1330 0.8347 3.5982 0.1 -0.3 0.1
C -1.1282 -0.1252 3.7668 0.3 0.0 -0.4
C -1.1985 -1.1676 2.8604 0.1 0.1 0.1
C -0.3228 -1.1810 1.7902 -0.5 -0.4 0.1
N 0.6386 -0.2705 1.6369 0.0 0.1 0.2
C 0.7689 0.6842 2.5567 -0.1 0.7 0.6
H -2.4986 4.1163 1.5809 -0.1 0.1 0.0
H -0.8514 4.4396 2.0962 0.1 0.1 0.0
H -2.2051 5.1352 2.9941 0.0 0.2 0.0
H -1.7721 2.1382 2.6673 -0.1 0.1 0.1
H -2.9423 2.9174 3.7361 0.1 -0.1 0.0
H -0.8202 3.5598 6.3636 -0.1 0.1 -0.1
H -1.9910 4.4739 5.3828 0.0 -0.1 0.0
H 1.0596 4.6132 5.2095 0.1 0.0 0.0
H 0.0195 5.8513 5.9102 0.0 0.1 0.1
H -0.0335 5.5456 4.1738 0.0 0.1 -0.1
H -1.8456 -0.0285 4.5692 0.0 0.0 0.1
H -1.9490 -1.9356 2.9539 0.0 -0.1 0.0
H -0.4029 -1.9185 1.0021 -0.2 0.0 0.1
H 1.5989 1.3683 2.4350 0.0 0.1 -0.1
C 0.3259 -0.0625 -5.5889 -0.1 -0.1 -0.2
N 0.8120 1.2217 -5.1109 -0.1 0.2 -0.1
C 2.2062 1.3862 -5.4932 0.0 0.2 -0.2
N 3.0527 0.2994 -5.0322 0.3 0.0 -0.2
C 2.5322 -0.9559 -5.5465 0.0 -0.1 -0.2
N 1.1464 -1.1870 -5.1617 0.0 -0.3 -0.3
C 1.0257 -1.4403 -3.7417 -0.2 -0.1 0.5
P 1.5678 0.0336 -2.7612 -0.1 0.4 -1.3
C 0.6364 1.3573 -3.6808 -0.1 0.1 0.4
C 3.2125 0.2824 -3.5968 0.2 0.1 0.6
H 0.3210 -0.0382 -6.6836 0.0 0.0 0.1
H -0.6965 -0.2071 -5.2278 0.1 0.0 -0.1
H 2.5773 2.3351 -5.1004 0.0 0.0 0.0
H 2.2540 1.4175 -6.5856 0.0 0.0 0.1
H 3.1522 -1.7793 -5.1813 -0.1 0.0 -0.1
H 2.5840 -0.9239 -6.6403 0.0 0.0 0.1
H 1.6442 -2.2984 -3.4603 -0.1 0.0 0.0
H -0.0093 -1.6800 -3.4856 0.0 0.0 0.1
H 0.9979 2.3431 -3.3651 -0.1 -0.1 0.1
H -0.4260 1.2864 -3.4300 0.0 0.0 0.0
H 3.8772 -0.5330 -3.2964 0.0 0.1 0.0
H 3.6553 1.2244 -3.2581 0.0 -0.1 0.0
C -5.4680 -4.6524 -3.4181 -0.1 0.3 0.0
C -5.2636 -3.1729 -3.0899 -0.1 -0.3 0.0
N -3.8873 -2.8680 -2.7667 -0.3 -0.1 -0.1
C -3.2854 -3.0494 -1.5752 0.5 0.3 -0.3
S -1.6528 -2.6931 -1.4330 0.2 0.0 0.0
N -4.0131 -3.4799 -0.5331 -0.4 0.0 -0.3
C -3.4756 -3.6049 0.8031 0.2 -0.2 0.3
C -2.7945 -4.9501 1.0453 -0.1 0.3 -0.1
H -6.5053 -4.8399 -3.6815 -0.1 -0.1 0.0
H -5.2021 -5.2840 -2.5738 0.0 -0.1 0.1
H -4.8407 -4.9349 -4.2595 0.0 -0.1 -0.1
H -5.9002 -2.8669 -2.2544 0.0 0.1 -0.1
H -5.5467 -2.5668 -3.9532 0.0 0.0 0.1
H -3.2672 -2.6531 -3.5322 0.1 0.0 0.3
H -4.9355 -3.8540 -0.6969 0.1 0.1 0.0
H -4.3042 -3.4615 1.5023 0.1 0.0 0.0
H -2.7485 -2.7991 0.9359 -0.2 -0.1 0.0
H -3.4807 -5.7713 0.8477 0.0 -0.1 0.0
H -2.4675 -5.0128 2.0799 0.0 -0.1 0.2
H -1.9262 -5.0476 0.3982 0.0 0.0 -0.1
```
Forces are in eV/Å.

Output
Frontier orbital gap (alpha / beta): 4.530 / 4.893 eV
ΔE to the lowest compared entry with this formula, charge and spin: 2.4035 eV
E_HOMO (alpha / beta): -7.830 / -7.828 eV
Lowest unoccupied orbital energy (alpha / beta): -3.3 / -2.9 eV
Spin multiplicity: 2

Results of the Mulliken charge analysis, in e, for atoms 1 through 4: number 1, Re, carries 1.47; number 2, O, carries -0.68; number 3, C, carries 0.06; number 4, O, carries -0.64

---

Record 2
Computed, not measured: a 2-piece molecular cluster, C3H9NO3 overall, with ωB97M-V/def2-TZVPD.

The geometry in XYZ format:
```
16
Properties=species:S:1:pos:R:3:forces:R:3
N 0.2174 -2.5113 -1.1609 -0.3 0.4 -0.4
C -0.1631 -1.0830 -1.0845 -0.3 -1.4 0.0
C 1.0312 -0.2492 -0.6384 -0.6 0.0 1.0
C 0.8298 1.0001 0.1897 0.6 0.7 0.5
O 0.0121 1.8690 0.1509 -0.3 -0.4 -0.6
O 1.8080 1.0459 1.1956 0.2 -0.5 -0.7
H -0.0488 -3.0548 -0.3580 0.1 0.1 0.2
H 1.1994 -2.6175 -1.3459 0.2 -0.2 0.0
H -0.5244 -0.8291 -2.0583 0.1 0.6 -0.7
H -1.0840 -1.0739 -0.4977 0.4 0.6 0.5
H 1.7294 -0.1031 -1.4557 0.0 0.5 -0.3
H 1.6018 -0.8397 0.0557 0.2 -0.6 0.3
H 2.3632 1.8274 1.0984 -0.4 0.3 0.2
O -3.2101 0.3070 1.0630 -1.2 0.2 -0.2
H -2.7874 1.1025 0.7159 0.6 -0.6 0.4
H -2.6352 -0.3607 1.4329 0.7 0.5 -0.1
```
Forces are in eV/Å.

Output
Frontier orbital gap: 10.004 eV
Structure (SMILES): NCCC(=O)O.O
ΔE to the lowest compared entry with this formula, charge and spin: 1.5807 eV
E_HOMO: -9.504 eV
Lowest unoccupied orbital energy: 0.5 eV

Results of the natural (NBO) charge analysis, in e, for atoms 1 through 4: number 1, N, carries -0.84; number 2, C, carries -0.22; number 3, C, carries -0.55; number 4, C, carries 0.81

---

Record 3
Computed, not measured: the molecule C3H5FO, with ωB97M-V/def2-TZVPD.

The geometry in XYZ format:
```
10
Properties=species:S:1:pos:R:3:forces:R:3
O 1.7341 -1.6022 -0.5806 -2.5 1.1 0.9
C 0.7336 -1.1758 0.0200 3.0 -0.8 -1.4
C -0.2348 -0.1767 -0.5532 0.9 1.1 0.1
C -0.5161 1.0170 0.3751 2.0 -1.3 0.7
F 0.7581 1.6579 0.5498 -1.4 -0.3 0.3
H 0.6368 -1.5457 1.0319 -0.7 0.0 0.7
H -1.1735 -0.6371 -0.6651 -1.4 -1.0 -0.4
H 0.1608 0.1171 -1.5324 -0.2 0.1 0.2
H -0.8913 0.6004 1.3481 0.6 0.7 -0.6
H -1.2077 1.7451 0.0065 -0.3 0.3 -0.4
```
Forces are in eV/Å.

Output
Frontier orbital gap: 10.967 eV
Structure (SMILES): O=CCCF
ΔE to the lowest compared entry with this formula, charge and spin: 0.3522 eV
E_HOMO: -10.133 eV
Lowest unoccupied orbital energy: 0.8 eV

Results of the natural (NBO) charge analysis, in e, for atoms 1 through 4: number 1, O, carries -0.51; number 2, C, carries 0.43; number 3, C, carries -0.55; number 4, C, carries 0.06

---

Record 4
Computed, not measured: the molecule C5H11NO2, with ωB97M-V/def2-TZVPD.

The geometry in XYZ format:
```
19
Properties=species:S:1:pos:R:3:forces:R:3
O -0.6440 1.1999 -3.9075 0.2 0.0 0.4
C -0.2446 1.1531 -2.7710 -0.3 0.2 -0.4
C -1.0418 0.6134 -1.6215 -0.7 -0.9 0.4
N -0.4558 0.9252 -0.3353 0.2 0.2 -0.4
C -0.7170 -0.0397 0.7174 0.1 -0.4 -0.3
C 0.3367 -1.1500 0.7261 0.5 -0.2 0.5
C 1.5924 -0.7662 1.5036 -0.4 0.7 0.2
O 1.3556 -0.5754 2.9060 -0.3 0.1 0.0
H 0.7718 1.4828 -2.4763 0.0 0.0 -0.1
H -1.0819 -0.4724 -1.7790 0.5 -0.1 0.1
H -2.1248 0.8077 -1.6740 0.2 0.6 -0.3
H -0.7098 1.8688 -0.0944 0.0 0.0 0.3
H -1.6958 -0.5137 0.6033 -0.2 0.1 0.0
H -0.7384 0.4798 1.6768 0.0 0.0 0.0
H -0.0688 -2.0356 1.2049 -0.2 -0.3 0.0
H 0.6494 -1.4361 -0.2876 -0.3 0.2 0.1
H 2.3431 -1.5493 1.4906 0.1 0.0 -0.4
H 1.9782 0.1624 1.0533 0.2 -0.2 0.2
H 0.4956 -0.1547 3.0645 0.5 -0.1 -0.2
```
Forces are in eV/Å.

Output
Frontier orbital gap: 10.267 eV
Structure (SMILES): O=CCNCCCO
ΔE to the lowest compared entry with this formula, charge and spin: 1.9078 eV
E_HOMO: -9.522 eV
Lowest unoccupied orbital energy: 0.7 eV

Results of the natural (NBO) charge analysis, in e, for atoms 1 through 4: number 1, O, carries -0.51; number 2, C, carries 0.43; number 3, C, carries -0.35; number 4, N, carries -0.64

---

Record 5
Computed, not measured: C13H15MnN2O7S2 as an isolated structure, with ωB97M-V/def2-TZVPD.

The geometry in XYZ format:
```
40
Properties=species:S:1:pos:R:3:forces:R:3
Mn -1.1491 -0.0907 0.1533 -0.1 -0.7 0.2
C -2.0869 3.2373 -0.4247 0.0 0.0 0.1
C -1.4494 2.4866 -1.3868 0.0 -0.2 -0.1
C -2.0598 1.1405 -1.4230 0.3 0.3 -0.3
C -3.0549 1.1313 -0.4632 -0.4 0.1 0.2
C -3.0588 2.4341 0.1781 0.0 -0.1 0.0
H -1.8309 4.2415 -0.1279 0.0 0.0 0.0
H -0.6202 2.7977 -2.0051 0.0 0.0 0.0
H -1.9928 0.4712 -2.2688 0.1 -0.1 0.0
H -3.8401 0.3953 -0.3715 0.1 -0.1 0.1
H -3.6933 2.7105 1.0072 0.0 0.0 0.0
O 2.1503 -1.9294 -0.2358 -0.1 -0.2 -0.2
S 1.2738 -0.8822 0.1391 -0.3 0.3 0.3
O 0.3793 -0.3552 -1.0000 0.2 0.1 0.2
O 0.2164 -1.1925 1.1476 0.1 0.0 -0.3
C 2.2199 0.5135 0.6428 0.1 0.1 0.1
C 3.4626 0.5760 0.0272 0.0 0.1 0.1
C 4.2830 1.6763 0.2393 0.0 -0.1 0.0
C 3.8590 2.7056 1.0548 0.0 0.1 0.0
C 2.6146 2.6467 1.6745 0.0 0.0 0.0
C 1.7857 1.5565 1.4831 0.1 -0.1 -0.2
S 0.2624 1.5690 2.4036 -0.4 -0.1 -0.5
O -0.0052 2.9054 2.8145 0.1 0.0 0.1
O 0.2857 0.5031 3.3423 0.0 0.0 0.1
O -0.7769 1.2730 1.2532 0.3 0.4 0.2
H 3.7893 -0.2366 -0.6054 0.0 0.0 0.0
H 5.2530 1.7171 -0.2368 0.0 0.0 0.0
H 4.4970 3.5631 1.2221 0.0 0.0 0.0
H 2.2794 3.4451 2.3222 0.0 0.0 0.0
C -0.2003 -4.4521 -1.6475 0.0 0.0 0.0
N -0.7110 -3.1144 -1.3820 -0.1 0.0 0.0
C -1.7478 -2.8521 -0.6002 0.2 -0.1 0.1
N -2.4572 -3.8459 -0.0656 0.0 0.0 0.0
O -2.1049 -1.6496 -0.3419 -0.2 0.2 -0.1
H 0.5897 -4.3708 -2.3871 0.0 0.0 0.0
H -0.9805 -5.0897 -2.0634 0.0 0.0 0.0
H 0.2161 -4.9007 -0.7447 0.0 0.0 0.0
H -0.1956 -2.3112 -1.7068 0.0 0.0 -0.1
H -2.1986 -4.8091 -0.1835 0.0 0.0 0.0
H -3.2029 -3.6143 0.5672 0.0 0.0 0.0
```
Forces are in eV/Å.

Output
Frontier orbital gap (alpha / beta): 7.410 / 7.647 eV
Charge: +1
E_HOMO (alpha / beta): -12.463 / -12.991 eV
Lowest unoccupied orbital energy (alpha / beta): -5.1 / -5.3 eV
Spin multiplicity: 4

Results of the natural (NBO) charge analysis, in e, for atoms 1 through 4: number 1, Mn, carries 1.41; number 2, C, carries -0.28; number 3, C, carries -0.06; number 4, C, carries -0.32

---

Record 6
Computed, not measured: a 2-piece molecular cluster, C9H12N4 overall, with ωB97M-V/def2-TZVPD.

The geometry in XYZ format:
```
25
Properties=species:S:1:pos:R:3:forces:R:3
C 1.4582 1.4243 -1.6992 0.0 -0.9 -3.3
C 0.4214 1.5798 -0.6894 -0.9 -1.1 0.4
C 0.0264 2.9268 -0.4882 0.1 -0.1 -0.2
N -0.0737 4.0582 -0.5968 -0.4 1.2 0.3
N -0.2480 0.6676 -0.0995 0.2 -0.4 -0.7
N 0.0758 -0.6295 -0.3873 1.3 1.7 0.6
C -0.8885 -1.5260 0.0792 -2.5 -1.2 2.2
C -2.2493 -1.3409 -0.6944 1.5 -2.3 1.7
C -0.9852 -1.3246 1.6591 0.7 1.8 -1.6
C -0.4868 -2.9120 -0.0313 0.8 -0.1 -0.4
N -0.1099 -3.9925 -0.0231 0.0 -0.5 -0.1
H 2.1642 2.2041 -1.6871 1.3 0.8 0.8
H 1.9763 0.4300 -1.8136 -0.7 1.1 0.4
H 1.0003 1.7274 -2.7185 0.3 -1.0 1.2
H 0.4269 -0.8008 -1.2931 0.4 -0.2 -1.1
H -3.1213 -1.5445 -0.1349 -0.8 -0.4 0.8
H -2.2702 -0.3910 -1.0029 -0.3 3.9 -1.0
H -2.2484 -1.9236 -1.5727 0.0 -1.0 -1.0
H -0.9183 -0.2212 1.7524 -0.6 -0.8 0.6
H -0.2054 -1.7593 2.2590 0.9 -0.3 -0.4
H -1.8474 -1.7716 2.0320 -1.9 -0.3 0.5
C 2.2825 0.7922 2.1000 -1.3 2.9 -1.1
C 1.7952 1.7989 1.6525 1.5 -1.5 1.3
H 2.3895 -0.2012 2.1370 0.8 -3.1 0.7
H 1.6358 2.7296 1.2607 -0.5 1.8 -0.4
```
Forces are in eV/Å.

Output
Frontier orbital gap: 9.699 eV
Structure (SMILES): C/C(C#N)=N\NC(C)(C)C#N.C#C
ΔE to the lowest compared entry with this formula, charge and spin: 5.4366 eV
E_HOMO: -9.498 eV
Lowest unoccupied orbital energy: 0.2 eV

Results of the natural (NBO) charge analysis, in e, for atoms 1 through 4: number 1, C, carries -0.69; number 2, C, carries 0.09; number 3, C, carries 0.24; number 4, N, carries -0.28

---

Record 7
Computed, not measured: C4H11AlBClNO as an isolated structure, with ωB97M-V/def2-TZVPD.

The geometry in XYZ format:
```
20
Properties=species:S:1:pos:R:3:forces:R:3
C -0.0346 2.3645 1.1520 -0.1 0.3 -0.2
C 0.3660 2.4955 -0.1306 1.2 0.0 0.4
Al 0.8161 1.0425 -1.4631 0.9 0.0 0.0
Cl 0.2356 1.9474 -3.4212 -0.1 0.1 0.1
B -0.4249 -0.7190 -1.1155 0.1 -0.4 -0.4
O -1.4906 -1.0004 -1.9992 -0.1 0.3 0.5
N -0.2740 -1.6955 0.0039 0.4 0.8 0.0
C -1.0547 -1.2549 1.1609 0.1 -0.3 -0.1
C 1.1248 -1.9387 0.3602 -0.2 -0.2 0.4
H -0.9245 2.8672 1.5450 0.7 1.0 0.4
H 0.5147 1.7649 1.8795 -0.8 -1.1 -0.4
H 0.3489 3.5155 -0.5360 -1.6 -0.2 -0.5
H 2.4105 0.7133 -1.5853 0.0 0.0 0.0
H -2.3317 -0.6772 -1.6672 -0.2 -0.1 -0.1
H -2.0096 -0.8355 0.8341 -0.1 -0.1 0.1
H -0.5314 -0.4680 1.7200 -0.1 0.0 0.0
H -1.2374 -2.0818 1.8563 -0.2 0.0 -0.1
H 1.3453 -1.6198 1.3878 0.0 0.1 0.0
H 1.8081 -1.4083 -0.3067 0.0 -0.1 -0.1
H 1.3435 -3.0116 0.3250 0.1 0.0 -0.1
```
Forces are in eV/Å.

Output
Frontier orbital gap: 7.382 eV
Charge: -1
ΔE to the lowest compared entry with this formula, charge and spin: 0.0000 eV
E_HOMO: -3.900 eV
Lowest unoccupied orbital energy: 3.5 eV

Results of the natural (NBO) charge analysis, in e, for atoms 1 through 4: number 1, C, carries -0.46; number 2, C, carries -0.67; number 3, Al, carries 1.01; number 4, Cl, carries -0.63

---

| no. | energy (Ha) | maximum force (eV/A) |
| --- | --- | --- |
| 1 | -6040.7317 | 4.7 |
| 2 | -400.1634 | 1.5 |
| 3 | -292.3834 | 3.4 |
| 4 | -402.3080 | 1.2 |
| 5 | -3087.6967 | 0.7 |
| 6 | -568.9697 | 4.0 |
| 7 | -1016.5556 | 1.7 |